(1)
DFT (ωB97M-V/def2-TZVPD) results for a single C10H17N3O6 molecule at a distorted geometry.

```
36
C10H17N3O6 (ωB97M-V/def2-TZVPD)
N -0.769 -0.220 0.440
O 1.154 -1.696 -2.282
H -2.275 2.330 2.543
N 1.545 1.077 -1.334
C -1.198 -1.880 -1.992
H 2.517 2.726 1.332
C -0.867 2.113 1.111
H -1.286 -0.766 -2.101
C 1.759 2.138 -0.503
C -0.882 0.595 1.485
H -0.449 0.240 -0.421
H 1.014 -3.848 -3.054
O 2.049 3.211 -0.962
O -0.988 0.172 2.621
H 2.466 -1.865 0.729
C 1.715 2.097 1.038
O 1.645 -1.353 0.754
C 0.147 -2.335 -2.383
H 0.456 3.835 1.079
H -1.953 -2.249 -2.693
O 0.097 -3.590 -2.895
H -1.659 -3.275 -0.307
H -0.868 2.179 -0.043
O 0.708 -3.450 0.830
H -2.690 -1.909 -0.435
C -0.758 -1.612 0.546
C 0.411 2.812 1.495
H 1.590 0.116 -0.917
H 1.862 1.096 1.434
H 0.401 2.957 2.591
H -2.846 2.704 1.083
H 2.127 1.192 -2.162
H -1.154 -1.848 1.570
N -2.022 2.797 1.701
C 0.636 -2.264 0.668
C -1.636 -2.229 -0.564
```

Its SMILES is NC(=O)CC[C@H](N)C(=O)N[C@@H](CCC(=O)O)C(=O)O. The frontier orbital gap comes out at 0.3604 Ha.


(2)
DFT (ωB97M-V/def2-TZVPD) results for 2 unconnected molecules or ions with the total composition C10H17N4O9P at a distorted geometry.

```
41
C10H17N4O9P (ωB97M-V/def2-TZVPD)
C 0.324 3.594 0.270
N 0.267 1.137 -2.148
O 2.366 -0.191 2.239
N 0.094 -0.133 -1.685
C -1.168 -0.761 2.860
H -0.264 -0.365 0.389
C -0.341 2.416 -1.695
C 1.004 -0.911 -2.505
P 3.167 -1.502 2.423
O 1.583 2.389 -3.953
H 1.440 2.009 1.520
H -1.710 0.244 -0.603
C 1.205 1.240 -3.239
C -2.748 -2.043 0.187
C -2.471 -1.567 2.418
N 1.226 -2.245 -2.396
O 3.222 -2.263 1.081
H -0.135 2.648 2.308
C -0.835 -0.490 -0.594
H -1.288 2.271 -1.092
H 0.995 2.535 -4.730
H -3.269 -1.031 0.316
O 4.599 -1.174 2.884
H -1.773 -2.204 -1.808
H -0.272 -1.230 2.333
H -0.998 -0.754 3.978
C 0.749 2.913 1.644
H -3.519 -2.728 -0.308
O -2.437 -2.650 1.479
N 1.687 -0.102 -3.483
O 0.716 3.150 -1.013
O -3.588 -1.244 2.875
C -1.449 -1.969 -0.745
H -1.300 0.296 2.451
H 0.506 -2.963 -2.315
O 2.467 -2.380 3.479
H -0.618 -2.678 -0.413
H 1.354 3.694 2.217
O -0.384 4.633 0.341
H -0.603 2.977 -2.660
H 2.198 -2.572 -2.307
```

The frontier orbital gap comes out at 0.0750 Ha. The net charge is -2.


(3)
DFT (ωB97M-V/def2-TZVPD) results for a molecular structure, C10H17NO5Rb at a distorted geometry.

```
34
C10H17NO5Rb (ωB97M-V/def2-TZVPD)
C 2.177 1.029 4.300
C 1.150 1.302 -2.591
H -2.989 -1.686 -2.874
H -0.154 0.879 -5.495
O 1.996 2.035 -3.381
H 0.793 -1.266 2.600
H -2.152 0.366 4.156
H 2.435 1.947 -5.386
H 1.902 1.949 3.740
O -1.349 0.027 -1.926
H 0.296 -2.313 4.467
C 0.684 -0.474 3.391
O 1.223 1.279 -1.400
H 0.990 2.891 -4.964
H 3.252 1.120 4.559
O -1.303 -1.417 3.452
H -0.580 -1.526 -4.748
C -1.219 -1.265 -3.915
H -2.709 -1.173 4.966
C -2.347 -1.935 -3.708
H 1.615 0.947 5.258
Rb -0.030 0.248 1.240
H 0.071 0.474 3.427
H -3.250 -0.775 3.305
H 1.267 -0.128 -5.162
C -0.150 -1.308 4.291
C 1.560 1.987 -4.745
O 2.015 -0.114 3.481
C -2.392 -0.710 4.006
C -0.805 -0.179 -2.990
C 0.693 0.739 -4.830
H -0.312 -0.800 5.273
N 0.275 0.597 -3.441
H -2.652 -2.744 -4.357
```

The frontier orbital gap comes out at 0.3847 Ha. The net charge is +1.


> What is the formula in the first record?

C10H17N3O6